1.
DFT (wB97M-V/def2-TZVPD) results for H3N2O2 as an isolated structure.

* E: -7118.1933 eV
* HOMO level (alpha / beta): -1.5 / -1.6 eV
* total charge: -1
* lowest unoccupied orbital energy (alpha / beta): 5.171 / 5.145 eV
* Kohn-Sham gap (alpha / beta): 6.6 / 6.7 eV

Atoms and positions in Å:
N1 0.064 -0.862 0.546
N2 -0.152 1.023 -1.388
O1 0.413 2.182 -1.139
O2 0.197 -0.185 -1.065
H1 0.583 -1.805 0.168
H2 0.780 -0.299 1.132
H3 -1.271 0.943 -1.369


2.
DFT (wB97M-V/def2-TZVPD) results for a 2-piece molecular cluster, H3N2O2P overall.

* E: -16406.9818 eV
* HOMO level (alpha / beta): -8.9 / -9.7 eV
* lowest unoccupied orbital energy (alpha / beta): -1.209 / -1.464 eV
* Kohn-Sham gap (alpha / beta): 7.7 / 8.3 eV

Atoms and positions in Å:
N1 -1.206 -0.004 0.684
N2 1.364 0.137 -0.030
O1 0.993 1.298 0.081
O2 2.495 -0.287 -0.342
P1 -0.051 -1.094 0.051
H1 -1.959 -0.360 1.239
H2 -0.991 1.004 0.515
H3 -0.645 -0.694 -2.197


3.
DFT (wB97M-V/def2-TZVPD) results for a 2-piece molecular cluster, H3N2O2P overall.

* E: -16408.8505 eV
* HOMO level (alpha / beta): -8.7 / -8.7 eV
* lowest unoccupied orbital energy (alpha / beta): -0.543 / -0.542 eV
* Kohn-Sham gap (alpha / beta): 8.1 / 8.1 eV

Atoms and positions in Å:
N1 -0.702 -1.436 -0.617
N2 0.760 1.537 0.315
O1 0.847 2.635 -0.168
O2 1.595 1.007 1.021
P1 -1.091 0.033 -0.027
H1 -0.023 -2.091 -0.141
H2 -0.631 -1.517 -1.693
H3 -0.755 -0.167 1.311


4.
DFT (wB97M-V/def2-TZVPD) results for H3N2O3S as an isolated structure.

* E: -20006.0711 eV
* HOMO level: -3.7 eV
* total charge: -1
* lowest unoccupied orbital energy: 4.268 eV
* Kohn-Sham gap: 8.0 eV

Atoms and positions in Å:
N1 0.904 -1.317 -0.506
N2 -0.232 -1.164 0.306
O1 -1.802 1.291 0.985
O2 -0.438 1.249 -1.059
O3 0.553 1.741 1.097
S1 -0.516 1.116 0.413
H1 0.909 -0.575 -1.132
H2 1.792 -1.200 0.062
H3 -1.169 -1.140 -0.166


5.
DFT (wB97M-V/def2-TZVPD) results for an isolated molecule of H3N2OP.

* E: -14363.4738 eV
* HOMO level: -8.6 eV
* SMILES: N/N=P/O
* lowest unoccupied orbital energy: 0.303 eV
* Kohn-Sham gap: 8.9 eV

Atoms and positions in Å:
N1 0.168 0.277 -0.134
N2 1.500 -0.546 -0.067
O1 -2.255 0.685 0.110
P1 -1.200 -0.514 0.108
H1 2.326 -0.082 -0.188
H2 1.545 -1.294 0.566
H3 -2.084 1.475 -0.395


6.
DFT (wB97M-V/def2-TZVPD) results for H3N2OP as an isolated structure.

* E: -14360.8020 eV
* HOMO level (alpha / beta): -7.7 / -7.5 eV
* lowest unoccupied orbital energy (alpha / beta): -0.074 / -0.212 eV
* Kohn-Sham gap (alpha / beta): 7.7 / 7.3 eV

Atoms and positions in Å:
N1 -0.330 -0.027 -0.150
N2 -1.338 -0.579 0.506
O1 2.014 0.997 -0.928
P1 1.712 0.857 0.656
H1 -1.687 -0.544 1.432
H2 -1.649 -1.416 -0.009
H3 1.278 0.713 -1.508


7.
DFT (wB97M-V/def2-TZVPD) results for H3N2OS as an isolated structure.

* E: -15909.1168 eV
* HOMO level (alpha / beta): -2.2 / -2.2 eV
* total charge: -1
* lowest unoccupied orbital energy (alpha / beta): 4.581 / 4.580 eV
* Kohn-Sham gap (alpha / beta): 6.8 / 6.8 eV

Atoms and positions in Å:
N1 1.100 0.176 0.296
N2 0.384 -1.012 0.333
O1 0.900 -1.850 -0.390
S1 -1.771 -0.417 -0.084
H1 1.729 0.228 -0.538
H2 0.385 1.059 0.185
H3 -1.310 0.243 0.951


8.
DFT (wB97M-V/def2-TZVPD) results for an isolated molecule of H3N3.

* E: -4514.4278 eV
* HOMO level: -9.6 eV
* SMILES: [nH]1[nH][nH]1
* lowest unoccupied orbital energy: 1.038 eV
* Kohn-Sham gap: 10.7 eV

Atoms and positions in Å:
N1 0.886 0.178 -0.103
N2 -0.499 0.604 -0.184
N3 -0.183 -0.769 -0.239
H1 1.176 0.359 -1.116
H2 -0.959 0.908 0.754
H3 -0.421 -1.279 0.888


Q: Which energy above the lowest of the compared OMol25 structures with the same formula, charge and spin values were calculated for the entries above? A: 27.62 135.90 92.81 40.33 25.25 86.86 50.83 126.46, in kcal/mol.